{"formula": "C2H5OP", "method": "the ωB97M-V functional and the def2-TZVPD basis", "total_energy_ev": -13489.1792, "homo_energy_ev": -8.7, "e_above_lowest_kj_mol": 163.6, "e_lumo_ev": 0.9, "smiles": "O[C@@H]1CP1", "gap_ev": 9.6, "elements": ["O", "C", "C", "P", "H", "H", "H", "H", "H"], "xyz": [[-1.126, 0.990, 0.221], [-0.222, 0.294, -0.512], [-0.013, -1.108, -0.079], [1.580, -0.034, 0.204], [-0.963, 1.966, 0.186], [-0.200, 0.646, -1.629], [-0.664, -1.479, 0.830], [0.181, -1.769, -0.888], [1.428, 0.494, 1.667]], "atomic_forces_ev_per_a": [[-0.8, 1.8, 0.9], [1.5, 0.6, -1.6], [-0.7, 0.9, 2.0], [-1.1, 0.3, 1.2], [-0.1, -1.4, -0.1], [0.1, -1.2, 2.0], [1.5, 0.8, -2.1], [0.0, -0.9, -0.3], [-0.3, -0.8, -2.0]]}